A structure of composition C30H50AsBrN4O6SSi3Ti, computed with ωB97M-V/def2-TZVPD.

As for the lowest unoccupied orbital energy: -0.35 eV. The value obtained for the total energy is -238639.748 eV.

Structure (XYZ):
```
97
Properties=species:S:1:pos:R:3:forces:R:3:mulliken_charge:R:1
Ti -0.1621 -0.0520 -0.7699 0.1 0.0 0.9 0.633
C 0.9500 5.1076 -2.4539 0.0 0.0 0.0 -1.594
C 1.6522 3.8576 -2.0101 0.0 0.0 0.0 0.466
C 3.0334 3.7652 -1.9070 0.0 0.0 0.0 -0.835
C 3.6182 2.5862 -1.4790 0.0 0.0 0.0 -0.739
C 2.7872 1.5289 -1.1543 0.0 0.0 0.0 -0.500
Br 3.5537 -0.1056 -0.6279 0.0 -0.1 -0.1 0.104
N 1.4622 1.5914 -1.2166 0.0 -0.1 -0.1 1.341
C 0.9154 2.7377 -1.6576 0.0 0.0 0.0 -0.313
H 1.6407 5.7980 -2.9354 0.0 0.0 0.0 0.417
H 0.5018 5.6148 -1.5978 0.0 0.0 0.0 0.311
H 0.1450 4.8763 -3.1510 0.0 0.0 0.0 0.361
H 3.6571 4.6118 -2.1683 0.0 0.0 0.0 0.406
H 4.6896 2.4750 -1.4033 0.0 0.0 0.0 0.561
H -0.1647 2.7518 -1.7178 0.0 0.0 0.0 0.190
O -5.9195 1.6313 -4.8401 0.0 0.0 0.0 -0.530
C -5.6209 0.4049 -4.1881 0.0 0.0 0.0 -0.625
N -4.2078 0.3171 -3.9964 0.0 0.0 -0.1 0.060
C -3.4044 -0.1422 -4.9928 0.0 0.1 0.0 0.076
O -3.7898 -0.5876 -6.0554 0.0 0.0 0.0 -0.660
C -1.9430 -0.0221 -4.6669 0.0 0.0 -0.1 0.042
C -1.0454 0.4337 -5.6165 0.0 0.0 0.0 -0.443
C 0.2665 0.6651 -5.2306 0.0 0.0 0.0 -1.225
C 0.6148 0.4787 -3.9065 0.1 -0.1 0.0 -0.458
N -0.2417 0.0129 -2.9911 -0.2 0.3 -0.1 0.808
C -1.4822 -0.2836 -3.3897 -0.1 0.2 0.0 -0.698
H -6.8407 1.6150 -5.1171 0.0 0.0 0.0 0.301
H -5.9317 -0.4448 -4.7976 0.0 0.0 0.0 0.385
H -6.1016 0.3634 -3.2081 0.0 0.0 0.0 0.387
H -3.7845 0.8712 -3.2537 0.0 0.0 0.1 0.162
H -1.3838 0.6104 -6.6293 0.0 0.0 0.0 0.522
H 1.0083 1.0209 -5.9314 0.0 0.0 0.0 0.475
H 1.6185 0.6973 -3.5656 0.0 0.0 0.0 0.563
H -2.1426 -0.6942 -2.6395 0.0 0.0 0.0 1.203
C -1.9007 -2.9972 0.6496 0.0 0.0 0.0 -0.812
C -0.8808 -3.7722 -0.1266 0.0 0.0 0.0 0.643
C -0.8897 -5.1605 -0.1368 0.0 0.0 0.0 -0.895
C 0.0138 -5.8760 -0.9063 0.0 0.0 0.0 -0.946
C 0.9283 -5.1950 -1.6941 0.0 0.0 0.0 -1.016
C 0.9798 -3.8074 -1.6997 0.0 0.0 0.0 1.178
C 1.9517 -3.0891 -2.5889 0.0 0.0 0.0 -0.805
C 0.0901 -3.0887 -0.8811 -0.1 0.0 -0.1 -0.588
N 0.1287 -1.7019 -0.8470 0.1 -0.2 0.0 0.467
H -2.4556 -3.6472 1.3270 0.0 0.0 0.0 0.505
H -2.6083 -2.5012 -0.0164 0.0 0.0 0.0 0.417
H -1.4319 -2.2007 1.2252 0.0 0.0 0.0 -0.444
H -1.6292 -5.6834 0.4589 0.0 0.0 0.0 0.433
H -0.0080 -6.9580 -0.9085 0.0 0.0 0.0 0.406
H 1.6157 -5.7472 -2.3243 0.0 0.0 0.0 0.417
H 2.4725 -3.7944 -3.2359 0.0 0.0 0.0 0.478
H 2.6944 -2.5462 -2.0069 0.1 0.1 0.1 0.025
H 1.4419 -2.3549 -3.2157 0.0 0.0 0.0 0.039
C 1.4345 3.4111 1.6930 0.0 0.0 0.0 -0.730
Si 1.9798 1.9054 2.6748 0.0 0.0 0.0 0.278
C 3.8173 1.6211 2.3932 0.0 0.0 0.0 -1.061
C 1.7856 2.2285 4.5127 0.0 0.0 0.0 -1.070
As 0.6476 0.0766 1.9523 -0.1 0.1 -0.1 0.629
Si 1.6425 -1.8466 2.9317 0.0 0.0 0.0 0.396
C 0.3044 -3.0361 3.4720 0.0 0.0 0.0 -0.825
C 2.7410 -2.6844 1.6710 0.0 0.0 0.0 -0.652
C 2.6954 -1.4253 4.4294 0.0 0.0 0.0 -1.033
Si -1.2445 0.5410 3.3615 0.0 0.1 0.1 0.603
C -2.7099 -0.5381 2.9614 0.0 0.0 0.0 -1.022
C -0.7803 0.2066 5.1632 0.0 -0.1 0.0 -1.235
C -1.7417 2.3307 3.1658 0.0 0.0 0.0 -0.951
H 2.1302 3.5946 0.8701 0.0 0.0 0.0 0.235
H 1.4345 4.2990 2.3305 0.0 0.0 0.0 0.619
H 0.4359 3.2874 1.2725 0.0 0.0 0.0 -0.030
H 4.3664 2.3093 3.0427 0.0 0.0 0.0 0.463
H 4.1123 1.8321 1.3663 0.0 0.0 0.0 0.257
H 4.1411 0.6076 2.6314 0.0 0.0 0.0 0.181
H 2.3930 3.1035 4.7633 0.0 0.0 0.0 0.424
H 2.1468 1.3914 5.1116 0.0 0.0 0.0 0.293
H 0.7588 2.4402 4.8080 0.0 0.0 0.0 0.268
H -0.1512 -3.5329 2.6152 0.0 0.0 0.0 0.153
H -0.4811 -2.5490 4.0516 0.0 0.0 0.0 0.132
H 0.7583 -3.8058 4.1029 0.0 0.0 0.0 0.495
H 2.2526 -2.7619 0.6991 0.0 0.0 0.0 -0.152
H 2.9662 -3.6976 2.0162 0.0 0.0 0.0 0.405
H 3.6884 -2.1541 1.5529 0.0 0.0 0.0 0.295
H 2.0941 -1.1166 5.2848 0.0 0.0 0.0 0.342
H 3.4306 -0.6455 4.2291 0.0 0.0 0.0 0.184
H 3.2426 -2.3261 4.7227 0.0 0.0 0.0 0.386
H -2.5300 -1.5846 3.2096 0.0 0.0 0.0 0.328
H -3.0158 -0.4612 1.9199 0.0 0.0 0.0 0.094
H -3.5396 -0.1867 3.5835 0.0 0.0 0.0 0.497
H 0.2817 0.0338 5.3230 0.0 0.0 0.0 0.194
H -1.3217 -0.6681 5.5300 0.0 0.0 0.0 0.402
H -1.0699 1.0574 5.7847 0.0 0.0 0.0 0.443
H -2.1735 2.5061 2.1820 0.0 0.0 0.0 0.108
H -0.9230 3.0334 3.3190 0.0 0.0 0.0 0.248
H -2.5061 2.5403 3.9207 0.0 0.0 0.0 0.493
O -2.1021 -0.1174 -0.4675 0.1 0.1 -0.2 -0.285
S -2.4607 1.4089 -0.4779 0.0 0.0 -0.2 0.780
O -3.6026 1.6578 0.3499 0.1 -0.1 0.1 -0.692
O -1.1712 1.9605 0.0487 0.1 -0.2 -0.3 -0.621
O -2.6178 1.7825 -1.8843 -0.1 0.1 0.0 -0.923
```
Forces are in eV/Å.

=====

A structure of composition C23H30AgN6O4PSSe, computed with ωB97M-V/def2-TZVPD.

As for the lowest unoccupied orbital energy: -0.90 eV. The value obtained for the total energy is -130944.479 eV.

Structure (XYZ):
```
67
Properties=species:S:1:pos:R:3:forces:R:3:mulliken_charge:R:1
Ag 1.3916 0.4003 -1.0167 0.1 0.1 0.0 -0.040
Se 5.2281 -4.0513 4.4828 0.0 0.0 0.0 0.233
N 5.5551 -3.7083 2.7662 0.0 0.0 -0.1 -0.867
C 4.6205 -2.8967 2.3531 0.0 0.0 0.0 0.846
C 4.5388 -2.3837 0.9888 0.0 0.0 0.0 0.872
C 5.4710 -2.7228 0.0093 0.0 0.0 0.0 -0.566
C 5.3251 -2.2062 -1.2588 0.0 0.0 0.0 -0.734
C 4.2400 -1.3702 -1.5125 0.0 0.0 0.0 -0.286
N 3.3490 -1.0454 -0.5910 0.0 0.0 0.0 -0.147
C 3.4877 -1.5290 0.6469 0.0 0.0 0.0 -0.169
C 2.4828 -1.1208 1.6571 0.0 0.0 0.0 -1.013
N 1.5247 -0.2720 1.2685 0.2 -0.1 -0.2 -0.083
C 0.6178 0.1200 2.1408 -0.2 0.1 0.1 -0.233
C 0.6134 -0.3021 3.4678 0.0 -0.1 0.1 -0.972
C 1.5882 -1.1775 3.8844 0.0 0.0 0.0 -0.698
C 2.5511 -1.6013 2.9655 0.0 0.0 0.0 1.133
C 3.6299 -2.5136 3.3316 0.0 0.0 0.0 0.912
N 3.7750 -3.0215 4.5251 0.0 0.0 0.0 -0.852
H 6.2882 -3.3837 0.2659 0.0 0.0 0.0 0.525
H 6.0260 -2.4405 -2.0473 0.0 0.0 0.0 0.409
H 4.0820 -0.9457 -2.4971 0.0 0.0 0.0 0.436
H -0.1498 0.7812 1.7602 0.0 0.0 0.0 0.370
H -0.1544 0.0527 4.1412 0.0 0.0 0.0 0.529
H 1.6327 -1.5443 4.9011 0.0 0.0 0.0 0.513
C -1.3860 -2.8385 1.6034 0.0 0.0 0.0 -1.594
C -2.1925 -2.1847 0.4906 0.0 0.0 0.0 1.672
C -3.6746 -2.1518 0.8398 0.0 0.0 0.0 -1.679
C -1.9541 -2.9055 -0.8304 0.0 0.0 0.0 -1.719
O -1.7069 -0.8234 0.4403 0.0 0.0 0.0 0.843
P -1.8610 0.1384 -0.8487 0.1 0.0 0.1 0.385
O -3.2436 0.1653 -1.3726 0.0 0.0 0.0 -0.864
O -0.7261 -0.1730 -1.8077 -0.1 0.0 0.1 -1.309
O -1.4123 1.5269 -0.1465 0.0 0.0 -0.1 0.352
C -2.3212 2.4855 0.4530 0.0 0.0 0.0 1.661
C -1.4132 3.4385 1.2169 0.0 0.0 0.0 -1.602
C -3.0573 3.2328 -0.6516 0.0 0.0 0.0 -1.739
C -3.2958 1.7939 1.3980 0.0 0.0 0.0 -1.453
H -1.6957 -3.8756 1.7391 0.0 0.0 0.0 0.473
H -1.5374 -2.3032 2.5421 0.0 0.0 0.0 0.315
H -0.3215 -2.8188 1.3593 0.0 0.0 0.0 0.277
H -4.0604 -3.1692 0.9332 0.0 0.0 0.0 0.465
H -4.2299 -1.6266 0.0639 0.0 0.0 0.0 0.306
H -3.8233 -1.6341 1.7896 0.0 0.0 0.0 0.305
H -2.2510 -3.9513 -0.7338 0.0 0.0 0.0 0.495
H -0.8999 -2.8584 -1.1052 0.0 0.0 0.0 0.278
H -2.5372 -2.4506 -1.6314 0.0 0.0 0.0 0.392
H -0.6586 3.8532 0.5474 0.0 0.0 0.0 0.356
H -0.9036 2.9204 2.0313 0.0 0.0 0.0 0.303
H -1.9972 4.2559 1.6425 0.0 0.0 0.0 0.413
H -2.3313 3.7299 -1.2992 0.0 0.0 0.0 0.261
H -3.7101 3.9940 -0.2196 0.0 0.0 0.0 0.492
H -3.6525 2.5374 -1.2411 0.0 0.0 0.0 0.357
H -2.7523 1.2172 2.1489 0.0 0.0 0.0 0.151
H -3.9498 1.1194 0.8470 0.0 0.0 0.0 0.307
H -3.9064 2.5421 1.9067 0.0 0.0 0.0 0.547
S 2.0480 2.3878 -2.3837 0.0 0.1 0.0 -0.429
C 0.6533 2.7033 -3.2943 0.0 0.0 0.0 0.361
N 0.4473 3.8806 -3.9421 0.0 0.0 0.0 -0.252
C -0.6638 3.7483 -4.8808 0.0 0.0 0.0 -0.603
C -1.4286 2.5742 -4.2583 0.0 0.0 0.0 -0.280
N -0.3731 1.8967 -3.5166 0.1 -0.1 0.0 0.182
H 1.2376 4.4765 -4.1179 0.0 0.0 0.0 0.243
H -0.3021 3.5007 -5.8835 0.0 0.0 0.0 0.309
H -1.2573 4.6587 -4.9307 0.0 0.0 0.0 0.341
H -1.8776 1.9174 -4.9996 0.0 0.0 0.0 0.385
H -2.2112 2.9162 -3.5765 0.0 0.0 0.0 0.078
H -0.5241 1.0360 -2.9542 0.0 0.0 0.0 0.102
```
Forces are in eV/Å.

=====

An isolated molecule of C23H31N3O5S, computed with ωB97M-V/def2-TZVPD.

As for the lowest unoccupied orbital energy: 0.51 eV. The value obtained for the total energy is -49897.639 eV. As for the structure (SMILES): CCC[C@@H](C(=O)NCc1ccco1)N(C(=O)CNS(=O)(=O)c1ccccc1)C1CCCC1.

Structure (XYZ):
```
63
Properties=species:S:1:pos:R:3:forces:R:3:mulliken_charge:R:1
C -0.7608 -3.0267 -3.2554 -0.1 0.0 0.2 -1.461
C -1.2712 -2.6372 -1.8738 0.1 0.2 -0.2 -0.331
C -1.1108 -1.1386 -1.6234 -0.1 -0.3 0.1 -0.643
C -1.5908 -0.7629 -0.2148 0.2 -0.1 -0.3 0.226
C -0.7426 -1.4696 0.8569 -0.4 0.2 -0.1 -0.306
O -1.2314 -2.3211 1.5759 -0.2 -0.3 0.1 -0.709
N 0.5386 -1.0858 0.9152 0.6 0.0 0.0 0.480
C 1.4793 -1.7204 1.8050 0.0 -0.2 0.3 -0.846
C 2.6568 -2.2455 1.0518 -0.5 0.0 -0.8 -0.373
C 2.7959 -2.6394 -0.2458 -0.2 0.2 0.6 0.571
C 4.1479 -3.0376 -0.3950 0.4 0.0 0.4 -0.870
C 4.7260 -2.8553 0.8207 0.3 -0.3 -0.8 -0.621
O 3.8313 -2.3722 1.7031 -0.2 0.2 0.5 -0.420
N -1.7006 0.6854 -0.0087 0.1 -0.1 0.1 0.247
C -0.7072 1.5133 -0.3674 0.0 0.1 -0.1 1.613
O 0.3978 1.1204 -0.7362 -0.1 0.0 -0.2 -0.804
C -0.9617 3.0204 -0.3542 -0.1 -0.1 0.1 -1.576
N 0.1416 3.7425 -0.9266 0.6 0.3 0.5 -0.320
S 1.4139 4.1055 0.1040 0.0 0.4 -0.3 1.325
O 2.1187 5.1892 -0.5114 0.1 -0.3 -0.2 -0.703
O 0.8342 4.3002 1.4031 0.0 -0.4 0.0 -0.684
C 2.5312 2.7069 0.1452 -0.3 0.5 0.1 0.065
C 3.2452 2.4015 -0.9959 0.1 0.0 -0.1 -0.416
C 4.1561 1.3599 -0.9617 -0.1 0.1 -0.1 -0.936
C 4.3583 0.6589 0.2168 0.0 -0.1 0.1 -0.418
C 3.6452 0.9856 1.3586 0.0 0.0 0.0 -0.604
C 2.7152 2.0128 1.3223 -0.1 0.1 0.1 -0.125
C -2.9509 1.1477 0.5796 -0.2 0.1 0.1 -0.144
C -3.2506 0.5065 1.9499 -0.1 0.2 0.0 -0.706
C -4.7718 0.3794 1.9777 0.1 -0.1 0.0 -0.786
C -5.1099 -0.0289 0.5468 -0.1 0.1 0.0 -0.556
C -4.1857 0.8450 -0.3058 -0.1 -0.1 0.0 -1.228
H -1.3140 -2.5001 -4.0302 0.0 0.0 -0.1 0.360
H -0.8769 -4.0953 -3.4168 0.0 -0.1 -0.1 0.415
H 0.2926 -2.7761 -3.3599 0.1 0.0 -0.1 0.305
H -0.7235 -3.1931 -1.1105 0.0 -0.1 0.1 0.329
H -2.3245 -2.9125 -1.7845 0.0 -0.1 0.1 0.399
H -0.0672 -0.8559 -1.7580 -0.1 0.0 0.0 0.056
H -1.7010 -0.5791 -2.3546 0.0 0.1 0.0 0.629
H -2.5995 -1.1665 -0.0946 0.2 0.0 0.1 -0.004
H 0.8675 -0.3539 0.2917 -0.1 0.0 0.0 -0.131
H 0.9385 -2.5345 2.3042 0.2 0.2 0.0 0.500
H 1.8248 -1.0171 2.5711 0.0 -0.1 0.0 0.339
H 2.0345 -2.6509 -0.9976 -0.2 0.1 -0.1 0.700
H 4.6157 -3.4074 -1.2840 0.2 -0.1 -0.1 0.464
H 5.7216 -3.0284 1.1780 0.1 0.0 0.1 0.485
H -1.0393 3.3893 0.6721 -0.3 -0.1 -0.1 0.512
H -1.8709 3.2670 -0.9114 0.0 0.0 0.2 0.397
H 0.4802 3.3502 -1.7927 0.1 0.0 -0.2 0.369
H 3.0921 2.9891 -1.8874 0.1 0.0 -0.2 0.410
H 4.7171 1.1021 -1.8471 0.0 0.0 -0.1 0.432
H 5.0817 -0.1423 0.2457 0.0 -0.1 0.0 0.495
H 3.8237 0.4461 2.2766 0.0 0.0 0.1 0.555
H 2.1412 2.2994 2.1895 0.0 0.0 0.2 0.514
H -2.8690 2.2227 0.7211 0.0 -0.1 0.0 0.910
H -2.8656 1.1159 2.7657 0.1 0.0 0.0 0.468
H -2.8011 -0.4815 2.0271 0.0 -0.1 0.0 0.139
H -5.1107 -0.3485 2.7117 -0.1 0.0 0.1 0.435
H -5.2273 1.3439 2.2076 -0.1 0.0 0.0 0.277
H -6.1597 0.1252 0.3038 0.0 -0.1 0.0 0.433
H -4.8800 -1.0860 0.4055 0.0 -0.1 0.0 0.222
H -3.9011 0.3599 -1.2380 0.0 0.0 -0.1 0.204
H -4.6873 1.7787 -0.5605 0.0 0.0 -0.1 0.437
```
Forces are in eV/Å.

=====

Q: Among the records above, which one has the highest lowest unoccupied orbital energy?
A: C23H31N3O5S